(i)
The following is a quantum chemistry calculation of an isolated molecule of C7H12, from OMol25.

Bonds (Å) are listed after each position.
CARTESIAN COORDINATES (ANGSTROEM)
1 C 2.365 0.396 -0.720  C2 1.527, H8 1.095, H9 1.097, H10 1.098
2 C 1.107 -0.466 -0.798  C1 1.527, C3 1.527, H11 1.098, H12 1.099
3 C 0.275 -0.409 0.481  C2 1.527, C4 1.553, C7 1.567, H13 1.097
4 C -0.467 0.918 0.796  C3 1.553, C5 1.527, H14 1.098, H15 1.094
5 C -1.833 0.236 0.855  C4 1.527, C6 1.510, C7 1.860, H16 1.092, H19 1.221
6 C -1.955 -0.597 -0.398  C5 1.510, C7 1.509, H17 1.090, H18 1.090
7 C -0.969 -1.361 0.452  C3 1.567, C5 1.860, C6 1.509
8 H 2.936 0.344 -1.654  C1 1.095
9 H 3.020 0.064 0.095  C1 1.097
10 H 2.115 1.449 -0.538  C1 1.098
11 H 0.503 -0.145 -1.657  C2 1.098
12 H 1.383 -1.512 -0.987  C2 1.099
13 H 0.927 -0.688 1.319  C3 1.097
14 H -0.405 1.698 0.025  C4 1.098
15 H -0.163 1.352 1.753  C4 1.094
16 H -2.735 0.645 1.312  C5 1.092
17 H -2.920 -1.083 -0.545  C6 1.090
18 H -1.599 -0.096 -1.299  C6 1.090
19 H -1.598 -0.704 1.597  C5 1.221

Values from the calculation:
E_HOMO, eV: -7.99
Lowest unoccupied orbital energy, eV: 1.022
Kohn-Sham gap, eV: 9.01

Results of the Löwdin charge analysis, in e, for atoms 1 through 4: -0.108, -0.241, -0.361, -0.136


(ii)
The following is a quantum chemistry calculation of a cluster of 2 separate species, C7H12 in total, from OMol25.

Bonds (Å) are listed after each position.
CARTESIAN COORDINATES (ANGSTROEM)
1 C -1.530 0.614 -1.546  C2 1.539, H8 1.091, H9 1.098, H10 1.091
2 C -1.090 0.724 -0.075  C1 1.539, C3 1.491, H11 1.090, H12 1.098
3 C -0.394 -0.466 0.494  C2 1.491, C4 1.364, C7 1.470
4 C 0.963 -0.447 0.633  C3 1.364, C5 1.418, H13 1.110
5 C 2.016 0.287 0.030  C4 1.418, C6 1.351
6 C 2.982 1.159 0.393  C5 1.351, H15 1.089, H16 1.091
7 C -1.145 -1.632 0.983  C3 1.470, H17 1.107, H18 1.097, H19 1.112
8 H -1.942 -0.304 -1.969  C1 1.091
9 H -2.293 1.395 -1.655  C1 1.098
10 H -0.715 0.928 -2.200  C1 1.091
11 H -1.926 1.038 0.549  C2 1.090
12 H -0.342 1.525 -0.002  C2 1.098
13 H 1.316 -1.285 1.270  C4 1.110
14 H 1.081 -0.376 -1.419  no bonds
15 H 3.713 1.434 -0.365  C6 1.089
16 H 3.339 1.293 1.415  C6 1.091
17 H -1.954 -1.991 0.320  C7 1.107
18 H -0.471 -2.477 1.172  C7 1.097
19 H -1.606 -1.420 1.972  C7 1.112

Values from the calculation:
E_HOMO, eV: -7.80
Lowest unoccupied orbital energy, eV: -0.203
Kohn-Sham gap, eV: 7.59

Results of the Löwdin charge analysis, in e, for atoms 1 through 4: -0.110, -0.223, -0.375, -0.212


(iii)
The following is a quantum chemistry calculation of an isolated molecule of C7H12, from OMol25.

Bonds (Å) are listed after each position.
CARTESIAN COORDINATES (ANGSTROEM)
1 C -0.266 1.513 1.869  C2 1.322, H8 1.084, H9 1.105
2 C -0.336 0.784 0.768  C1 1.322, C3 1.511, C6 1.487
3 C 0.990 0.544 0.084  C2 1.511, C4 1.330, H10 1.078
4 C 1.224 -0.596 -0.559  C3 1.330, C5 1.514, H11 1.084
5 C 2.570 -0.812 -1.217  C4 1.514, H12 1.073, H13 1.118, H14 1.076
6 C -1.566 0.489 -0.012  C2 1.487, C7 1.598, H15 1.073, H16 1.111
7 C -2.178 -0.987 -0.058  C6 1.598, H17 1.113, H18 1.092, H19 1.083
8 H -1.013 1.713 2.628  C1 1.084
9 H 0.673 2.008 2.176  C1 1.105
10 H 1.708 1.324 0.284  C3 1.078
11 H 0.551 -1.436 -0.692  C4 1.084
12 H 2.584 -1.761 -1.716  C5 1.073
13 H 2.587 -0.044 -2.029  C5 1.118
14 H 3.427 -0.634 -0.591  C5 1.076
15 H -1.498 0.943 -0.983  C6 1.073
16 H -2.393 0.994 0.531  C6 1.111
17 H -1.559 -1.650 -0.703  C7 1.113
18 H -3.078 -0.959 -0.676  C7 1.092
19 H -2.428 -1.432 0.897  C7 1.083

Values from the calculation:
E_HOMO, eV: -8.49
SMILES: C=C(/C=C/C)CC
Lowest unoccupied orbital energy, eV: 1.084
Kohn-Sham gap, eV: 9.57

Results of the Löwdin charge analysis, in e, for atoms 1 through 4: 0.034, -0.336, -0.087, -0.143


(iv)
The following is a quantum chemistry calculation of an isolated molecule of C7H12, from OMol25.

Bonds (Å) are listed after each position.
CARTESIAN COORDINATES (ANGSTROEM)
1 C 1.257 1.763 -0.960  C2 1.530, H8 1.098, H9 1.101, H10 1.092
2 C -0.091 1.041 -1.019  C1 1.530, C3 1.606, C7 1.489, H11 1.088
3 C -0.579 -0.489 -0.971  C2 1.606, C4 1.504, C7 1.509, H12 1.092
4 C -0.585 -1.685 -0.059  C3 1.504, C5 1.520, H13 1.320, H14 1.101
5 C 0.362 -1.400 1.095  C4 1.520, C6 1.547, H15 1.091, H16 1.100
6 C 0.031 0.093 1.330  C5 1.547, C7 1.551, H17 1.095, H18 1.091
7 C -0.867 0.500 0.131  C2 1.489, C3 1.509, C6 1.551, H19 1.155
8 H 1.745 1.728 -1.943  C1 1.098
9 H 1.104 2.827 -0.722  C1 1.101
10 H 1.954 1.356 -0.225  C1 1.092
11 H -0.670 1.420 -1.858  C2 1.088
12 H -1.320 -0.597 -1.767  C3 1.092
13 H -1.742 -1.382 0.501  C4 1.320
14 H -0.559 -2.686 -0.514  C4 1.101
15 H 0.095 -2.023 1.950  C5 1.091
16 H 1.427 -1.577 0.883  C5 1.100
17 H 0.928 0.708 1.452  C6 1.095
18 H -0.565 0.223 2.234  C6 1.091
19 H -1.927 0.182 0.460  C7 1.155

Values from the calculation:
E_HOMO, eV: -8.52
SMILES: C[C@H]1[C@H]2CCC[C@@H]12
Lowest unoccupied orbital energy, eV: 1.072
Kohn-Sham gap, eV: 9.59

Results of the Löwdin charge analysis, in e, for atoms 1 through 4: -0.065, -0.192, -0.210, -0.193


Quick one: least stable of them? (ii)